{
  "formula": "C4H6N2O",
  "method": "ωB97M-V/def2-TZVPD",
  "species": ["C", "C", "C", "C", "O", "N", "N", "H", "H", "H", "H", "H", "H"],
  "coordinates": [[-1.84, -0.22, -0.31], [-0.50, -0.04, -0.17], [0.58, -0.25, -1.12], [1.70, -0.10, -0.39], [2.98, -0.26, -0.72], [1.39, 0.35, 0.91], [0.14, 0.32, 1.07], [-2.46, -0.66, 0.47], [-2.37, 0.02, -1.23], [0.49, -0.68, -2.11], [3.53, -0.10, 0.07], [-2.19, 0.87, 1.70], [-1.49, 0.82, 1.93]],
  "nbo_charge": [-0.22, 0.02, -0.36, 0.40, -0.65, -0.19, -0.16, 0.22, 0.21, 0.24, 0.50, -0.07, 0.06],
  "homo_energy_ev": [-8.8324, -8.8311],
  "lumo_energy_ev": [-1.147, -1.149],
  "total_energy_ha": -340.62328,
  "total_charge": 0,
  "orbital_gap_ev": [7.69, 7.68],
  "de_lowest_ev": 4.670
}

***

{
  "formula": "CsF4N2O8S4",
  "method": "ωB97M-V/def2-TZVPD",
  "species": ["Cs", "N", "S", "O", "O", "F", "S", "O", "O", "F", "N", "S", "O", "O", "F", "S", "O", "O", "F"],
  "coordinates": [[-18.66, 6.09, 14.06], [-17.74, 1.23, 13.02], [-16.76, 2.40, 13.05], [-15.34, 2.03, 12.91], [-17.18, 3.57, 13.83], [-17.21, 2.92, 11.53], [-17.17, 0.64, 14.50], [-16.84, 1.51, 15.63], [-16.24, -0.46, 14.45], [-18.51, -0.20, 14.87], [-21.81, 5.87, 9.79], [-21.90, 7.45, 10.38], [-20.83, 7.93, 11.28], [-23.22, 7.99, 10.48], [-21.42, 8.23, 9.06], [-21.79, 5.35, 11.22], [-23.03, 5.41, 11.94], [-20.53, 5.42, 11.96], [-21.81, 3.85, 10.66]],
  "mulliken_charge": [1.08, -0.26, 1.03, -0.56, -0.58, -0.33, 1.09, -0.55, -0.59, -0.28, -0.29, 1.09, -0.58, -0.56, -0.29, 0.98, -0.59, -0.52, -0.30],
  "homo_energy_ev": -7.4970,
  "lumo_energy_ev": 1.282,
  "total_energy_ha": -2723.81934,
  "total_charge": -1,
  "orbital_gap_ev": 8.78,
  "de_lowest_ev": 0.000
}

***

{
  "formula": "C5H9NO",
  "method": "ωB97M-V/def2-TZVPD",
  "species": ["C", "C", "O", "C", "C", "N", "C", "H", "H", "H", "H", "H", "H", "H", "H", "H"],
  "coordinates": [[-1.48, 1.25, 1.24], [-1.42, -0.18, 0.77], [-2.13, -1.04, 1.26], [-0.40, -0.65, -0.26], [0.84, -0.98, 0.48], [0.81, 0.12, -0.46], [1.59, 0.11, -1.71], [-2.06, 1.28, 2.17], [-0.51, 1.75, 1.37], [-2.03, 1.80, 0.47], [-0.81, -1.31, -1.03], [1.40, -1.91, 0.31], [0.78, -0.67, 1.53], [2.22, 1.01, -1.71], [0.94, 0.17, -2.59], [2.26, -0.75, -1.84]],
  "nbo_charge": [-0.73, 0.59, -0.55, -0.18, -0.22, -0.42, -0.42, 0.24, 0.24, 0.24, 0.22, 0.20, 0.19, 0.21, 0.20, 0.19],
  "homo_energy_ev": -9.0265,
  "lumo_energy_ev": 0.982,
  "total_energy_ha": -325.84776,
  "total_charge": 0,
  "orbital_gap_ev": 10.01,
  "de_lowest_ev": 2.444
}

***

{
  "formula": "C8H14SiSr",
  "method": "ωB97M-V/def2-TZVPD",
  "species": ["Sr", "C", "C", "C", "C", "C", "H", "H", "H", "H", "H", "C", "Si", "C", "C", "H", "H", "H", "H", "H", "H", "H", "H", "H"],
  "coordinates": [[-0.18, -0.14, -0.46], [-1.83, 0.38, -2.59], [-1.84, -1.02, -2.44], [-0.56, -1.51, -2.78], [0.24, -0.41, -3.14], [-0.54, 0.76, -3.03], [-2.66, 1.05, -2.41], [-2.68, -1.62, -2.11], [-0.26, -2.54, -2.76], [1.27, -0.46, -3.47], [-0.21, 1.76, -3.25], [1.39, -3.44, 1.88], [0.11, -2.04, 2.10], [0.56, -1.34, 3.82], [-1.50, -3.01, 2.47], [1.35, -4.10, 2.75], [2.41, -3.06, 1.80], [1.20, -4.04, 0.99], [0.59, -2.16, 4.54], [-0.16, -0.60, 4.18], [1.55, -0.86, 3.83], [-1.32, -3.71, 3.29], [-1.84, -3.59, 1.61], [-2.33, -2.35, 2.77]],
  "nbo_charge": [1.58, -0.41, -0.40, -0.40, -0.41, -0.41, 0.22, 0.23, 0.23, 0.22, 0.22, -1.09, 0.63, -1.09, -1.09, 0.22, 0.22, 0.22, 0.21, 0.22, 0.22, 0.22, 0.22, 0.22],
  "homo_energy_ev": -6.7315,
  "lumo_energy_ev": -0.639,
  "total_energy_ha": -633.40328,
  "total_charge": 0,
  "orbital_gap_ev": 6.09
}

***

{
  "formula": "C2H7NO3",
  "method": "ωB97M-V/def2-TZVPD",
  "species": ["O", "C", "O", "H", "H", "N", "C", "O", "H", "H", "H", "H", "H"],
  "coordinates": [[1.47, 2.61, -1.91], [0.54, 2.00, -1.44], [0.82, 1.55, -0.17], [-0.52, 2.02, -1.78], [0.13, 1.06, 0.37], [0.54, -1.75, 0.36], [-0.85, -1.27, 0.31], [-1.00, 0.03, 0.87], [1.22, -1.00, 0.29], [0.75, -2.30, 1.19], [-1.12, -1.19, -0.77], [-1.39, -1.95, 0.95], [-0.58, 0.17, 1.73]],
  "nbo_charge": [-0.55, 0.62, -0.75, 0.12, 0.49, -0.86, 0.09, -0.74, 0.38, 0.36, 0.19, 0.17, 0.48],
  "homo_energy_ev": -10.2397,
  "lumo_energy_ev": 0.486,
  "total_energy_ha": -360.85018,
  "total_charge": 0,
  "orbital_gap_ev": 10.73,
  "de_lowest_ev": 1.727
}

***

{
  "formula": "C5H7N",
  "method": "ωB97M-V/def2-TZVPD",
  "species": ["C", "C", "C", "N", "C", "C", "H", "H", "H", "H", "H", "H", "H"],
  "coordinates": [[-1.74, -0.80, 0.15], [-0.97, 0.28, 0.10], [-1.15, 1.63, -0.32], [0.21, 2.03, 0.17], [0.44, 0.63, 0.56], [1.57, -0.03, -0.22], [-1.38, -1.73, 0.57], [-2.75, -0.79, -0.22], [-1.89, 2.25, -0.78], [0.61, 0.52, 1.63], [1.43, 0.14, -1.29], [1.60, -1.09, -0.02], [2.52, 0.42, 0.08]],
  "nbo_charge": [-0.35, -0.08, 0.02, -0.32, -0.12, -0.61, 0.20, 0.20, 0.21, 0.20, 0.21, 0.21, 0.22],
  "homo_energy_ev": [-9.2078, -9.2084],
  "lumo_energy_ev": [-0.106, -0.106],
  "total_energy_ha": -249.36129,
  "total_charge": 0,
  "orbital_gap_ev": [9.10, 9.10],
  "de_lowest_ev": 3.046
}

***

{
  "formula": "C19H16F10N4O2Pt",
  "method": "ωB97M-V/def2-TZVPD",
  "species": ["Pt", "C", "N", "C", "C", "N", "C", "C", "F", "C", "F", "C", "F", "C", "F", "C", "F", "C", "C", "N", "C", "C", "F", "C", "F", "C", "F", "C", "F", "C", "F", "H", "H", "H", "H", "H", "H", "H", "H", "H", "H", "H", "N", "C", "C", "O", "O", "H", "H", "H", "H", "H"],
  "coordinates": [[0.75, -0.86, -0.03], [-1.29, -3.23, 1.42], [-0.29, -2.17, 1.55], [0.95, -2.69, 2.11], [1.76, -3.33, 1.00], [1.83, -2.42, -0.21], [2.82, -2.71, -1.14], [2.67, -2.08, -2.42], [1.63, -1.24, -2.60], [3.45, -2.31, -3.54], [3.11, -1.76, -4.71], [4.52, -3.18, -3.37], [5.26, -3.46, -4.47], [4.74, -3.78, -2.15], [5.72, -4.74, -2.09], [3.86, -3.64, -1.10], [4.10, -4.41, -0.07], [-0.94, -1.09, 2.39], [-0.48, 0.41, 2.29], [-0.13, 0.68, 0.88], [-0.11, 2.01, 0.45], [0.13, 2.32, -0.90], [0.57, 1.36, -1.69], [0.01, 3.60, -1.41], [0.21, 3.82, -2.74], [-0.27, 4.63, -0.62], [-0.50, 5.86, -1.16], [-0.44, 4.43, 0.76], [-0.77, 5.45, 1.51], [-0.15, 3.20, 1.25], [-0.12, 3.15, 2.61], [-1.84, -3.58, 2.30], [-2.07, -2.95, 0.81], [-0.76, -4.15, 1.11], [1.43, -1.83, 2.58], [0.72, -3.31, 2.95], [2.81, -3.53, 1.38], [1.35, -4.32, 0.93], [-2.00, -1.09, 2.08], [-0.81, -1.36, 3.40], [-1.29, 1.06, 2.67], [0.38, 0.57, 3.04], [-4.51, 3.99, -1.43], [-4.11, 2.68, -0.84], [-3.62, 2.84, 0.63], [-3.36, 1.85, 1.28], [-3.61, 4.07, 1.10], [-3.79, 4.39, -2.02], [-3.87, 4.68, 0.39], [-5.34, 3.92, -1.97], [-3.35, 2.23, -1.35], [-4.94, 2.01, -0.83]],
  "mulliken_spin": [1.33, -0.01, 0.13, -0.02, 0.02, 0.21, -0.06, 0.07, 0.01, -0.02, 0.00, 0.05, 0.00, -0.03, 0.00, 0.06, 0.00, -0.01, 0.00, 0.16, -0.02, 0.05, 0.00, -0.01, 0.00, 0.04, 0.00, -0.02, 0.00, 0.03, 0.00, 0.00, 0.00, 0.00, 0.00, 0.00, 0.01, 0.01, 0.00, 0.00, 0.00, 0.01, 0.00, 0.00, 0.00, 0.00, 0.00, 0.00, 0.00, 0.00, 0.00, 0.00],
  "spin_multiplicity": 3,
  "homo_energy_ev": [-7.4099, -7.5702],
  "lumo_energy_ev": [0.359, -1.309],
  "s_squared": 2.017,
  "total_energy_ha": -2220.90941,
  "total_charge": 0,
  "orbital_gap_ev": [7.77, 6.26],
  "de_lowest_ev": 0.720
}

***

{
  "formula": "C10H10NO2S",
  "method": "ωB97M-V/def2-TZVPD",
  "species": ["C", "C", "C", "C", "C", "C", "C", "C", "C", "C", "N", "O", "O", "S", "H", "H", "H", "H", "H", "H", "H", "H", "H", "H"],
  "coordinates": [[3.55, 0.91, -0.73], [2.63, 1.50, 0.09], [3.42, -0.43, -1.12], [1.72, 0.67, 0.77], [2.38, -1.16, -0.64], [1.50, -0.53, 0.22], [0.27, -1.30, 0.66], [-3.78, 0.78, -0.78], [-2.99, 1.32, 0.50], [-0.90, -0.68, 0.85], [-4.43, -0.27, -0.79], [0.45, -2.60, 0.87], [-4.86, -1.36, -0.52], [-1.23, 0.94, 0.23], [4.29, 1.43, -1.21], [2.70, 2.52, 0.21], [4.01, -0.90, -1.88], [1.25, 1.03, 1.72], [2.21, -2.09, -1.01], [-3.80, 1.41, -1.58], [-0.33, -3.16, 1.00], [-3.12, 2.38, 0.54], [-3.33, 0.99, 1.39], [-1.62, -1.40, 1.21]],
  "mulliken_spin": [0.03, -0.02, -0.01, 0.05, 0.02, 0.01, 0.16, -0.06, 0.08, 0.21, 0.54, 0.09, 0.47, 0.43, 0.00, 0.00, 0.00, 0.01, 0.00, 0.01, 0.00, 0.00, 0.00, 0.00],
  "spin_multiplicity": 3,
  "homo_energy_ev": [-12.0025, -13.0000],
  "lumo_energy_ev": [-3.467, -6.933],
  "s_squared": 2.018,
  "total_energy_ha": -990.01987,
  "total_charge": 1,
  "orbital_gap_ev": [8.54, 6.07]
}